# 1
CHN4O2S | ωB97M-V/def2-TZVPD

Output
- 2S+1: 1
- Frontier orbital gap: 8.022 eV
- HOMO level: -5.301 eV
- Calculated total energy: -806.43221 a.u.
- Net charge: -1
- Energy relative to the best compared isomer or geometry (same formula, charge and spin): 0.0 kcal per mole

The geometry in XYZ format:
```
9
CHN4O2S ωB97M-V/def2-TZVPD
C 0.168 -0.237 0.107
N -0.858 0.564 0.394
N -1.183 0.231 1.640
N -0.397 -0.717 2.069
N 0.485 -1.050 1.132
O -4.541 1.075 2.587
O -2.970 2.644 3.554
S -3.456 2.004 2.345
H 0.656 -0.207 -0.851
```

# 2
CHNO2 | ωB97M-V/def2-TZVPD

Output
- 2S+1: 1
- Frontier orbital gap (spin up / spin down): 7.035 / 7.155 eV
- HOMO level (spin up / spin down): -7.602 / -7.604 eV
- Calculated total energy: -243.76398 a.u.
- Energy relative to the best compared isomer or geometry (same formula, charge and spin): 50.7 kcal per mole

The geometry in XYZ format:
```
5
CHNO2 ωB97M-V/def2-TZVPD
C -0.383 0.285 0.723
N 1.039 -0.885 -0.836
O -1.463 0.576 0.362
O 0.662 -0.789 -1.925
H 0.145 0.813 1.676
```